A molecular structure, C43H33BrMoN12O5S2, computed with ωB97M-V with the def2-TZVPD basis set.

Each line ends with the Löwdin charge.
Positions of all 97 atoms, in Å:
1 Mo 0.998 0.646 0.286  1.58
2 C 2.268 4.769 0.042  -0.01
3 C 2.174 3.289 -0.072  -0.25
4 N 1.764 2.531 0.896  -0.11
5 N 1.611 3.127 2.106  0.02
6 C 1.462 2.256 3.078  -0.81
7 N 1.297 2.773 4.313  0.10
8 S 1.499 0.554 2.882  0.76
9 C 2.650 2.566 -1.250  -0.20
10 C 3.346 3.190 -2.268  0.01
11 C 3.947 2.418 -3.248  -0.03
12 C 3.830 1.042 -3.183  -0.03
13 C 3.078 0.486 -2.166  -0.14
14 N 2.493 1.224 -1.221  -0.08
15 H 1.733 5.091 0.927  0.07
16 H 1.809 5.224 -0.839  0.10
17 H 3.308 5.104 0.109  0.10
18 H 1.439 3.758 4.451  0.11
19 H 1.272 2.158 5.105  0.09
20 H 3.431 4.268 -2.264  0.12
21 H 4.514 2.885 -4.044  0.12
22 H 4.311 0.396 -3.904  0.11
23 H 2.944 -0.582 -2.090  0.08
24 Br 4.735 -1.145 -7.184  0.74
25 C 2.854 -1.078 -6.975  -0.70
26 C 2.112 -2.237 -7.113  -0.12
27 C 0.734 -2.174 -6.973  -0.03
28 C 0.112 -0.977 -6.649  -0.28
29 C 0.868 0.185 -6.536  -0.02
30 C 2.241 0.138 -6.713  -0.12
31 N -1.331 -0.969 -6.651  0.08
32 N -2.003 -0.369 -5.805  0.08
33 C -1.434 0.148 -4.591  -0.24
34 C -1.767 1.432 -4.244  -0.01
35 C -1.256 2.061 -3.094  0.03
36 C -0.463 1.346 -2.227  -0.33
37 O 0.021 1.815 -1.100  -0.21
38 C -0.219 -0.021 -2.511  -0.16
39 N 0.421 -0.676 -1.503  0.00
40 C 0.666 -1.958 -1.652  -0.11
41 C 0.256 -2.668 -2.793  0.00
42 C -0.419 -2.028 -3.794  0.02
43 C -0.668 -0.641 -3.686  -0.08
44 H 2.600 -3.173 -7.351  0.10
45 H 0.126 -3.061 -7.110  0.12
46 H 0.381 1.135 -6.353  0.12
47 H 2.829 1.043 -6.650  0.10
48 H -2.428 1.976 -4.910  0.12
49 H -1.505 3.087 -2.855  0.12
50 H 1.169 -2.463 -0.840  0.09
51 H 0.457 -3.729 -2.846  0.12
52 H -0.785 -2.584 -4.647  0.11
53 S 2.883 -0.851 0.562  0.67
54 C 2.078 -2.102 1.516  -0.85
55 N 2.877 -3.086 1.925  0.02
56 N 2.368 -4.057 2.706  0.00
57 C 1.409 -4.014 3.739  -0.25
58 C 0.816 -5.218 4.112  -0.04
59 C -0.072 -5.265 5.176  -0.10
60 C -0.378 -4.113 5.886  -0.10
61 C 0.227 -2.916 5.521  -0.09
62 C 1.114 -2.856 4.458  -0.05
63 N 0.764 -2.093 1.655  -0.02
64 N 0.079 -1.125 1.052  -0.22
65 C -1.332 -1.332 1.118  -0.26
66 C -2.206 -0.658 0.267  -0.05
67 C -3.576 -0.860 0.353  -0.08
68 C -4.107 -1.740 1.286  -0.10
69 C -3.240 -2.422 2.129  -0.08
70 C -1.869 -2.227 2.050  -0.03
71 H 2.899 -4.906 2.637  0.13
72 H 1.046 -6.119 3.552  0.11
73 H -0.532 -6.207 5.445  0.10
74 H -1.071 -4.147 6.717  0.10
75 H 0.014 -2.011 6.079  0.10
76 H 1.582 -1.918 4.197  0.06
77 H -1.835 0.046 -0.461  0.09
78 H -4.231 -0.317 -0.318  0.11
79 H -5.178 -1.889 1.355  0.10
80 H -3.629 -3.115 2.865  0.10
81 H -1.202 -2.756 2.715  0.09
82 O -1.044 3.546 0.875  0.07
83 C -1.240 2.506 1.466  -0.54
84 O -0.646 1.345 1.286  -0.31
85 C -2.284 2.432 2.559  -0.10
86 C -2.484 1.267 3.295  0.01
87 C -3.411 1.247 4.326  0.02
88 C -4.122 2.401 4.596  -0.14
89 C -3.953 3.565 3.871  0.01
90 C -3.024 3.573 2.845  0.01
91 N -5.108 2.390 5.705  -0.35
92 O -5.238 1.362 6.339  0.07
93 O -5.731 3.412 5.919  0.07
94 H -1.916 0.380 3.052  0.10
95 H -3.584 0.361 4.918  0.12
96 H -4.539 4.437 4.120  0.12
97 H -2.855 4.460 2.249  0.12

Computed properties:
Orbital gap (alpha / beta) ... 5.7 / 5.1 eV
ΔE to the lowest compared entry with this formula, charge and spin ... 1.1220 eV
2S+1 ... 3

***

A molecular structure, C5H10O2, computed with ωB97M-V with the def2-TZVPD basis set.

Each line ends with the natural charge from an NBO analysis.
Positions of all 17 atoms, in Å:
1 C 1.510 0.689 0.833  -0.30
2 O 0.991 0.788 -0.703  -0.56
3 C 0.198 -0.278 -1.157  0.06
4 C 0.606 -1.497 -0.333  -0.10
5 O -0.273 -1.033 0.710  -0.54
6 C -1.056 -0.321 -0.278  0.08
7 C -1.687 0.968 0.214  -0.64
8 H 1.394 -0.032 1.713  0.22
9 H 2.513 0.616 0.479  0.20
10 H 1.134 1.643 1.179  0.20
11 H 0.097 -0.355 -2.256  0.19
12 H 1.660 -1.567 -0.034  0.19
13 H 0.258 -2.460 -0.704  0.18
14 H -1.795 -1.025 -0.673  0.17
15 H -2.506 1.269 -0.443  0.22
16 H -2.089 0.815 1.219  0.22
17 H -0.954 1.779 0.234  0.22

Computed properties:
Orbital gap ... 10.5 eV
ΔE to the lowest compared entry with this formula, charge and spin ... 4.3680 eV

***

2 unconnected molecules or ions with the total composition C3H9N3, computed with ωB97M-V with the def2-TZVPD basis set.

Each line ends with the natural charge from an NBO analysis.
Positions of all 15 atoms, in Å:
1 C 1.864 2.141 0.485  -0.13
2 C 1.118 1.512 -0.507  0.10
3 N 0.102 2.111 -1.112  -0.56
4 H 2.601 1.572 1.028  0.24
5 H 1.624 3.116 0.881  0.23
6 H 1.181 0.433 -0.610  0.25
7 H 0.195 3.121 -1.211  0.43
8 H -0.145 1.678 -2.003  0.44
9 N -0.995 -1.343 -0.149  -0.86
10 C -1.040 -2.568 0.513  0.28
11 N -2.124 -3.169 0.712  -0.68
12 H -1.924 -1.097 -0.460  0.41
13 H -0.334 -0.689 0.210  0.36
14 H -0.050 -2.958 0.771  0.15
15 H -2.074 -3.861 1.452  0.37

Computed properties:
Orbital gap (alpha / beta) ... 7.4 / 3.9 eV
ΔE to the lowest compared entry with this formula, charge and spin ... 1.4538 eV
2S+1 ... 2
Net charge ... +1

***

A molecular structure, C16H40Li3NO11, computed with ωB97M-V with the def2-TZVPD basis set.

Each line ends with the Löwdin charge.
Positions of all 71 atoms, in Å:
1 Li -0.879 2.161 -2.287  0.84
2 Li 1.652 -0.757 1.959  0.46
3 Li 0.799 -2.429 0.060  0.47
4 N 0.743 0.774 0.068  -0.66
5 O 0.489 -0.369 0.069  -0.14
6 O 0.407 1.462 -0.851  -0.04
7 O 1.406 1.065 1.055  -0.07
8 C 2.568 -1.934 -2.256  -0.11
9 O 1.549 -2.682 -1.706  -0.28
10 C 0.819 -3.440 -2.693  -0.15
11 C -0.043 -4.453 -1.908  -0.16
12 O -0.686 -3.822 -0.781  -0.27
13 C -1.513 -4.736 -0.107  -0.09
14 H 2.631 -0.963 -1.766  0.07
15 H 2.475 -1.863 -3.340  0.10
16 H 3.550 -2.388 -2.128  0.11
17 H 1.493 -3.956 -3.377  0.14
18 H 0.253 -2.797 -3.366  0.12
19 H 0.628 -5.279 -1.672  0.14
20 H -0.794 -4.848 -2.592  0.13
21 H -0.835 -5.436 0.381  0.10
22 H -2.180 -5.307 -0.753  0.10
23 H -2.061 -4.167 0.644  0.10
24 C 3.681 3.255 -0.240  -0.05
25 O 4.731 2.552 -0.963  -0.17
26 C 4.496 1.199 -1.151  -0.25
27 C 5.202 0.711 -2.414  -0.19
28 O 6.556 0.467 -2.185  -0.18
29 C 7.411 1.478 -1.822  -0.12
30 H 3.470 2.854 0.752  0.08
31 H 2.774 3.285 -0.844  0.07
32 H 4.017 4.291 -0.235  0.09
33 H 3.441 0.933 -1.225  0.08
34 H 4.778 0.535 -0.335  0.13
35 H 5.105 1.523 -3.135  0.13
36 H 4.817 -0.196 -2.880  0.12
37 H 7.155 2.352 -2.421  0.09
38 H 8.454 1.198 -1.973  0.10
39 H 7.211 1.765 -0.789  0.09
40 C -1.074 2.292 2.934  -0.09
41 O -1.348 2.489 4.380  -0.19
42 C -2.683 3.068 4.596  -0.16
43 C -2.667 3.914 5.894  -0.21
44 O -3.433 3.441 6.970  -0.19
45 C -2.842 2.278 7.532  -0.09
46 H -0.079 1.848 2.933  0.06
47 H -0.937 3.192 2.335  0.08
48 H -1.814 1.743 2.351  0.07
49 H -3.424 2.279 4.727  0.12
50 H -2.953 3.722 3.767  0.11
51 H -3.106 4.891 5.691  0.12
52 H -1.652 4.068 6.260  0.12
53 H -2.001 2.668 8.104  0.09
54 H -2.486 1.636 6.726  0.08
55 H -3.525 1.744 8.192  0.09
56 C -5.754 -2.419 -2.767  -0.06
57 O -4.483 -2.078 -2.156  -0.19
58 C -3.765 -1.189 -2.935  -0.23
59 C -2.285 -1.077 -2.453  -0.13
60 O -2.053 0.233 -1.864  -0.29
61 C -2.696 0.342 -0.567  -0.06
62 H -6.336 -1.503 -2.867  0.09
63 H -6.327 -3.036 -2.075  0.09
64 H -5.602 -2.990 -3.683  0.09
65 H -4.260 -0.219 -2.906  0.12
66 H -3.735 -1.513 -3.976  0.12
67 H -1.690 -1.217 -3.356  0.12
68 H -2.055 -1.855 -1.725  0.11
69 H -2.600 -0.525 0.086  0.11
70 H -3.746 0.461 -0.831  0.09
71 H -2.363 1.273 -0.107  0.08

Computed properties:
Orbital gap (alpha / beta) ... 3.0 / 7.4 eV
2S+1 ... 2
Net charge ... +1